Below is a 10-piece molecular cluster, C24H70F3N11O12S overall, with properties calculated with the ωB97M-V functional and the def2-TZVPD basis.

Structure (XYZ):
```
121
Properties=species:S:1:pos:R:3:lowdin_charge:R:1
O 3.87 -2.88 3.48 0.41
H 3.78 -2.30 2.73 0.20
H 3.03 -3.32 3.64 0.20
H 4.10 -2.39 4.27 0.19
C 0.42 1.69 -1.65 -0.68
F -0.86 1.86 -2.05 0.12
F 0.90 0.51 -2.06 0.09
F 1.30 2.53 -2.08 0.15
S 0.62 1.56 0.27 0.45
O 2.04 1.34 0.50 -0.38
O 0.06 2.84 0.77 -0.39
O -0.14 0.39 0.63 -0.37
C -5.72 5.20 2.72 -0.82
O -6.77 5.75 2.78 0.06
N -5.57 4.01 3.20 0.16
N -4.65 5.74 2.12 0.16
H -6.48 3.77 3.59 0.12
H -4.72 3.47 3.24 0.11
H -4.70 6.63 1.65 0.11
H -3.75 5.29 2.08 0.10
C 8.28 6.05 1.99 -0.92
O 8.60 6.95 2.70 0.06
N 7.12 5.78 1.59 0.18
N 9.12 5.30 1.46 0.17
H 6.61 6.58 1.91 0.14
H 6.86 5.04 0.95 0.13
H 10.08 5.22 1.77 0.13
H 8.69 4.66 0.81 0.11
C -1.92 -3.62 6.37 -0.74
O -0.76 -3.87 5.97 -0.03
N -2.25 -3.67 7.62 0.15
N -2.82 -2.97 5.65 0.15
H -3.14 -3.31 7.92 0.11
H -1.48 -3.81 8.26 0.12
H -2.50 -2.58 4.77 0.12
H -3.74 -2.76 5.99 0.11
C 9.50 -1.50 -0.26 -0.06
C 8.54 -0.39 -0.71 -0.45
C 9.00 0.55 -1.80 -0.19
O 8.04 1.62 -1.92 -0.22
C 8.23 2.42 -3.07 -0.11
N 7.19 -0.91 -0.95 0.04
H 9.30 -1.83 0.76 0.07
H 10.56 -1.26 -0.24 0.07
H 9.47 -2.39 -0.89 0.07
H 8.37 0.34 0.08 0.13
H 9.13 -0.01 -2.73 0.13
H 9.88 1.10 -1.45 0.13
H 7.52 3.22 -2.85 0.10
H 8.06 1.75 -3.91 0.09
H 9.21 2.87 -3.25 0.08
H 6.99 -1.32 -1.85 0.07
H 6.71 -0.02 -1.00 0.06
C 4.28 -8.46 -3.51 -0.05
C 4.67 -6.98 -3.38 -0.43
C 3.57 -5.99 -3.86 -0.24
O 3.23 -6.49 -5.13 -0.20
C 2.18 -5.60 -5.67 -0.06
N 4.91 -6.67 -1.97 0.01
H 3.32 -8.56 -3.01 0.08
H 4.92 -9.13 -2.92 0.07
H 4.09 -8.75 -4.54 0.08
H 5.59 -6.75 -3.92 0.13
H 3.84 -4.94 -3.76 0.12
H 2.71 -6.19 -3.22 0.12
H 1.52 -5.35 -4.84 0.08
H 1.72 -6.08 -6.53 0.09
H 2.63 -4.70 -6.08 0.08
H 4.98 -5.69 -1.72 0.06
H 5.75 -7.15 -1.67 0.06
C -0.06 5.02 9.07 -0.07
C 0.27 5.91 7.87 -0.46
C 1.27 5.32 6.79 -0.17
O 2.59 5.03 7.31 -0.22
C 3.38 6.22 7.72 -0.07
N -0.99 6.16 7.30 0.02
H -0.70 5.45 9.84 0.08
H 0.86 4.84 9.63 0.07
H -0.46 4.05 8.80 0.08
H 0.68 6.85 8.24 0.12
H 1.37 5.96 5.91 0.11
H 0.96 4.36 6.37 0.12
H 4.30 5.83 8.16 0.08
H 2.96 6.71 8.60 0.07
H 3.48 6.86 6.85 0.09
H -0.75 6.33 6.33 0.07
H -1.54 5.32 7.30 0.07
C -7.46 1.71 -2.83 -0.07
C -7.74 1.84 -4.36 -0.41
C -7.85 3.23 -4.92 -0.17
O -9.21 3.60 -5.37 -0.20
C -9.90 4.41 -4.41 -0.11
N -6.74 1.00 -5.08 0.03
H -7.35 0.69 -2.45 0.07
H -8.28 2.19 -2.30 0.07
H -6.52 2.21 -2.58 0.07
H -8.75 1.45 -4.48 0.13
H -7.34 3.33 -5.88 0.12
H -7.44 3.87 -4.14 0.11
H -10.65 4.93 -4.99 0.08
H -9.15 5.12 -4.05 0.08
H -10.35 3.87 -3.57 0.08
H -6.30 0.33 -4.46 0.05
H -5.88 1.42 -5.39 0.06
C -8.34 -6.71 -4.12 -0.09
C -7.51 -5.44 -3.98 -0.42
C -5.97 -5.67 -4.24 -0.17
O -5.14 -4.57 -3.79 -0.16
C -4.74 -4.72 -2.48 -0.17
N -8.20 -4.41 -4.82 0.05
H -7.83 -7.55 -3.64 0.07
H -8.37 -7.00 -5.17 0.07
H -9.33 -6.56 -3.69 0.08
H -7.57 -5.32 -2.89 0.12
H -5.84 -5.82 -5.31 0.12
H -5.63 -6.64 -3.87 0.11
H -4.25 -5.64 -2.15 0.09
H -5.48 -4.47 -1.72 0.08
H -4.01 -3.96 -2.22 0.09
H -7.62 -3.59 -4.82 0.06
H -8.03 -4.80 -5.73 0.06
```

Calculated values
Lowest unoccupied orbital energy (eV): -2.90
Highest occupied orbital energy (eV): -7.9920
E_tot (hartree): -3159.0683